1.
A molecular structure, C6H14AlAsF12N2O2P at a distorted geometry, computed with wB97M-V/def2-TZVPD.

Last column: Mulliken charge in e.
Positions of all 39 atoms, in Å:
Al (0.747, 0.406, -1.130)  1.54
As (-0.841, 0.374, 2.473)  2.00
F (-0.667, 1.498, 1.066)  -0.50
F (0.497, 1.208, 3.289)  -0.47
F (-0.837, -0.874, 3.684)  -0.48
F (-2.149, -0.508, 1.614)  -0.48
F (0.266, -0.610, 1.534)  -0.51
F (-1.991, 1.361, 3.364)  -0.43
P (1.547, 3.972, -2.177)  1.18
F (1.764, 5.322, -1.351)  -0.30
F (1.598, 4.640, -3.651)  -0.32
F (3.154, 3.732, -2.291)  -0.32
F (1.269, 2.532, -2.937)  -0.36
F (1.273, 3.132, -0.770)  -0.35
F (-0.064, 4.228, -2.135)  -0.32
C (-3.006, -0.912, -1.111)  0.25
O (-2.035, -0.237, -1.474)  -0.53
N (-4.157, -0.916, -1.789)  0.11
C (-5.292, -1.672, -1.282)  -0.91
C (-4.420, -0.035, -2.917)  -0.85
H (-2.957, -1.659, -0.310)  0.38
H (-5.436, -2.609, -1.831)  0.36
H (-6.260, -1.185, -1.391)  0.33
H (-5.198, -1.982, -0.242)  0.35
H (-4.608, -0.642, -3.805)  0.36
H (-5.276, 0.609, -2.725)  0.33
H (-3.489, 0.497, -3.099)  0.28
C (3.511, -1.934, 0.314)  0.12
O (2.420, -1.728, -0.190)  -0.45
N (3.797, -1.737, 1.628)  0.20
C (5.167, -1.804, 2.041)  -0.83
C (2.825, -1.282, 2.623)  -0.77
H (4.416, -2.221, -0.242)  0.35
H (5.685, -0.838, 2.062)  0.37
H (5.689, -2.487, 1.372)  0.34
H (5.240, -2.147, 3.073)  0.32
H (1.933, -1.904, 2.681)  0.31
H (3.322, -1.353, 3.588)  0.37
H (2.565, -0.234, 2.442)  0.31

## Properties
Calculated total energy in eV: -122853.2689
Total charge: +1
Multiplicity: 1


2.
A molecular structure, C6H14AlN2O10P2 at a distorted geometry, computed with wB97M-V/def2-TZVPD.

Last column: Mulliken charge in e.
Positions of all 35 atoms, in Å:
Al (-0.576, -1.290, -2.500)  0.27
P (-2.826, 0.970, -0.967)  0.61
O (-3.170, -0.274, -1.851)  -0.58
O (-3.314, 2.246, -1.665)  -0.68
O (-1.264, 1.059, -1.095)  -0.34
O (-3.297, 0.751, 0.478)  -0.90
P (-0.759, 1.060, -5.023)  0.79
O (-0.003, 1.061, -3.642)  -0.34
O (-1.684, -0.189, -4.821)  -0.57
O (0.133, 0.948, -6.236)  -0.87
O (-1.620, 2.333, -4.902)  -0.61
C (2.370, 0.262, -0.754)  0.02
O (1.797, -0.795, -0.825)  -0.46
N (2.152, 1.188, 0.204)  0.45
C (3.097, 2.245, 0.411)  -1.05
C (1.209, 0.898, 1.258)  -0.63
H (3.107, 0.530, -1.526)  0.30
H (2.573, 3.209, 0.456)  0.33
H (3.680, 2.387, -0.503)  0.36
H (3.727, 2.067, 1.286)  0.31
H (0.318, 1.480, 0.966)  0.32
H (0.826, -0.116, 1.216)  -0.17
H (1.453, 1.097, 2.305)  0.32
C (-1.499, -1.369, 1.165)  0.05
O (-1.638, -1.916, 0.123)  -0.50
N (-0.742, -1.903, 2.207)  0.26
C (-0.815, -1.304, 3.520)  -1.17
C (0.162, -2.994, 1.946)  -1.02
H (-1.963, -0.404, 1.447)  0.45
H (-0.940, -0.220, 3.437)  0.37
H (-0.007, -1.538, 4.213)  0.36
H (-1.755, -1.665, 3.973)  0.37
H (-0.086, -3.909, 2.510)  0.33
H (0.210, -3.276, 0.901)  0.28
H (1.145, -2.632, 2.286)  0.33

## Properties
Energy relative to the best compared isomer or geometry (same formula, charge and spin) in kcal/mol: 26.6
Total charge: -3
Multiplicity: 1


3.
A molecular structure, C6H14AlO3 at a distorted geometry, computed with wB97M-V/def2-TZVPD.

Last column: Mulliken charge in e.
Positions of all 24 atoms, in Å:
C (-2.406, 0.591, -2.443)  -0.78
C (-1.404, 1.662, -1.640)  -0.36
O (-0.475, 0.838, -0.854)  -0.23
C (-0.812, 0.811, 0.576)  -0.38
C (-0.994, -0.724, 1.187)  -0.62
Al (0.682, -1.895, 1.037)  0.37
O (2.094, -1.641, 2.314)  -0.58
C (2.653, -0.372, 1.762)  -0.15
C (2.758, -0.640, 0.117)  -0.07
O (1.851, -1.705, -0.427)  -0.49
H (-1.727, -0.113, -3.121)  0.21
H (-3.176, 1.176, -3.142)  0.31
H (-2.980, -0.087, -1.648)  0.20
H (-0.870, 2.273, -2.514)  0.22
H (-2.015, 2.451, -1.028)  0.29
H (-1.810, 1.378, 0.857)  0.33
H (0.054, 1.420, 1.129)  0.14
H (-1.840, -1.239, 0.553)  0.13
H (-1.355, -0.631, 2.313)  0.25
H (0.236, -3.394, 1.422)  -0.33
H (3.592, 0.059, 2.312)  0.26
H (1.787, 0.407, 1.978)  -0.05
H (2.323, 0.311, -0.453)  0.05
H (3.833, -0.937, -0.288)  0.27

## Properties
Energy relative to the best compared isomer or geometry (same formula, charge and spin) in kcal/mol: 72.8
Total charge: -1
Multiplicity: 1


4.
A molecular structure, C6H14AuClF6N2PS at a distorted geometry, computed with wB97M-V/def2-TZVPD.

Last column: Mulliken charge in e.
Positions of all 32 atoms, in Å:
Au (0.199, -0.267, -0.334)  0.84
C (-0.832, 2.203, 1.190)  -0.35
C (-0.319, 1.525, 2.489)  -0.75
N (-0.051, 0.122, 2.324)  0.14
C (1.236, -0.498, 2.573)  -0.88
C (2.443, 0.153, 1.880)  -0.46
S (2.491, 0.072, 0.027)  0.01
C (2.447, 1.796, -0.548)  -0.87
C (1.348, 2.630, 0.061)  -0.41
N (0.039, 1.932, 0.021)  -0.17
H (-0.872, 3.276, 1.387)  0.45
H (-1.836, 1.860, 0.968)  0.17
H (-1.139, 1.632, 3.210)  0.49
H (0.563, 2.028, 2.884)  0.36
H (-0.872, -0.493, 2.367)  0.42
H (1.161, -1.555, 2.315)  0.48
H (1.433, -0.446, 3.657)  0.44
H (3.326, -0.406, 2.192)  0.50
H (2.592, 1.195, 2.159)  0.38
H (2.323, 1.693, -1.630)  0.43
H (3.434, 2.236, -0.384)  0.48
H (1.298, 3.574, -0.486)  0.46
H (1.575, 2.886, 1.095)  0.31
H (-0.488, 2.154, -0.825)  0.43
F (-1.766, -0.159, -0.157)  -0.58
P (-3.927, -0.044, 0.032)  1.28
F (-3.595, 1.460, -0.372)  -0.31
F (-3.469, 0.353, 1.530)  -0.29
F (-5.438, 0.102, 0.230)  -0.23
F (-3.748, -1.549, 0.447)  -0.26
F (-3.882, -0.443, -1.479)  -0.26
Cl (0.279, -2.538, -0.376)  -0.22

## Properties
Energy relative to the best compared isomer or geometry (same formula, charge and spin) in kcal/mol: 14.6
Total charge: +2
⟨S²⟩: 0.755
Multiplicity: 2


5.
A molecular structure, C6H14B2LaO3S at a distorted geometry, computed with wB97M-V/def2-TZVPD.

Last column: Mulliken charge in e.
Positions of all 27 atoms, in Å:
O (3.502, -0.899, 0.460)  -0.49
C (2.662, -1.214, -0.373)  0.25
C (1.862, -0.386, -1.179)  -0.40
B (0.368, -0.018, -0.518)  0.40
C (-0.433, -1.179, 0.211)  -0.31
C (-1.665, -0.750, 1.022)  -0.68
C (-2.897, -0.452, 0.178)  -0.76
S (-3.022, -1.519, -1.273)  -0.11
C (-0.055, 1.413, -0.672)  -0.52
B (0.612, 2.422, 0.389)  0.53
O (1.953, 2.735, 0.226)  -0.49
O (-0.125, 2.942, 1.388)  -0.47
H (2.555, -2.364, -0.532)  0.14
H (1.639, -0.876, -2.129)  0.43
H (2.387, 0.555, -1.337)  0.47
H (0.296, -1.637, 0.964)  -0.75
H (-0.640, -1.973, -0.511)  0.79
H (-1.879, -1.500, 1.774)  0.48
H (-1.412, 0.162, 1.550)  0.28
H (-2.982, 0.584, -0.111)  0.39
H (-3.773, -0.643, 0.789)  0.44
H (-3.494, -0.639, -2.163)  0.24
H (-1.134, 1.510, -0.695)  0.22
H (0.326, 1.750, -1.640)  0.28
H (2.505, 2.178, 0.779)  0.30
H (0.302, 2.825, 2.239)  0.33
La (2.542, -3.026, 1.165)  2.03

## Properties
Energy relative to the best compared isomer or geometry (same formula, charge and spin) in kcal/mol: 0.0
Total charge: +3
Multiplicity: 1


6.
A gas-phase ion, C6H14BNO3P (charge +1), computed with wB97M-V/def2-TZVPD.

Last column: Mulliken charge in e.
Positions of all 26 atoms, in Å:
C (3.421, -1.294, 0.466)  -0.65
O (2.789, -0.944, -0.763)  -0.52
B (1.438, -0.887, -0.962)  0.60
O (0.734, -1.860, -1.565)  -0.45
C (0.665, 0.482, -0.605)  0.08
C (0.877, 1.062, 0.726)  -0.49
N (-0.080, 1.826, 1.095)  0.06
C (-1.200, 1.887, 0.131)  -0.99
C (-0.844, 0.775, -0.877)  0.09
P (-2.027, -0.690, -0.839)  0.18
C (-2.248, -0.935, 0.969)  -1.04
O (-3.398, 0.204, -1.112)  -0.55
H (2.867, -2.071, 0.996)  0.34
H (4.411, -1.678, 0.234)  0.27
H (3.548, -0.423, 1.112)  0.26
H (1.174, -2.716, -1.604)  0.32
H (1.251, 1.187, -1.231)  0.20
H (1.748, 0.936, 1.358)  0.37
H (-0.075, 2.355, 1.959)  0.27
H (-1.271, 2.889, -0.290)  0.31
H (-2.121, 1.676, 0.675)  0.39
H (-0.962, 1.186, -1.879)  0.61
H (-1.828, -1.902, 1.244)  0.33
H (-1.844, -0.172, 1.636)  0.34
H (-3.324, -0.987, 1.142)  0.35
H (-3.700, 0.093, -2.016)  0.34

## Properties
SMILES: COB(O)[C@@H]1C=[NH+]C[C@@H]1P(C)O
Calculated total energy in eV: -24042.7963
Total charge: +1
Multiplicity: 1


Q: Which of these has the highest total charge?
A: C6H14B2LaO3S